A molecular structure, C29H52BrCoIN2SbSi3, computed with wB97M-V/def2-TZVPD.

Last column: Mulliken charge in e.
CARTESIAN COORDINATES (ANGSTROEM)
Co -0.901 -3.249 1.629  -0.5811
C -3.848 -2.831 1.525  -1.0669
N -3.005 -3.877 0.941  0.7955
C -3.401 -5.243 1.385  -1.3766
C -3.052 -3.833 -0.577  -1.0605
C -1.969 -2.791 -1.162  -0.7252
N -0.650 -3.254 -0.810  1.3656
C -0.338 -4.596 -1.320  -1.3118
C 0.410 -2.265 -1.171  -1.2032
H -4.936 -3.053 1.374  0.3883
H -3.662 -1.812 1.094  0.2784
H -3.590 -2.768 2.576  0.2203
H -4.326 -5.415 0.812  0.4325
H -3.672 -5.335 2.441  0.2586
H -2.592 -5.832 1.047  0.4199
H -4.051 -3.492 -0.948  0.3110
H -2.847 -4.831 -0.942  0.5744
H -2.115 -1.798 -0.737  0.2071
H -2.104 -2.803 -2.291  0.4264
H -0.563 -4.671 -2.416  0.2722
H -0.883 -5.313 -0.728  0.2071
H 0.748 -4.682 -1.240  0.3745
H 0.682 -2.496 -2.226  0.4237
H 1.322 -2.586 -0.602  0.1664
H 0.235 -1.205 -0.893  0.0377
I 1.606 -4.505 1.829  -0.2862
C -1.004 -1.188 1.441  -0.8182
C -1.313 -0.022 1.605  0.3260
C -1.680 1.326 1.777  0.4304
C -2.383 1.991 0.775  -0.2501
C -2.779 3.294 0.980  -0.4610
C -2.531 3.958 2.165  -0.7054
C -1.817 3.282 3.130  -0.5491
C -1.367 2.023 2.908  -0.3043
H -2.676 1.572 -0.198  0.3495
H -3.315 3.728 0.174  0.4677
H -2.860 4.967 2.273  0.4326
H -1.662 3.807 4.077  0.3591
H -0.800 1.536 3.704  0.4930
Br -3.349 -4.990 7.497  -0.2200
C -2.418 -4.369 5.910  0.2103
C -2.572 -3.114 5.448  -0.3833
C -1.827 -2.766 4.266  -0.2201
C -1.255 -3.755 3.498  0.2430
C -1.201 -5.069 3.991  -0.0317
C -1.686 -5.357 5.275  -0.7685
H -3.084 -2.283 6.045  0.3284
H -1.784 -1.761 3.908  0.4947
H -0.733 -5.853 3.405  0.4254
H -1.477 -6.296 5.652  0.5213
C 3.922 4.847 -0.918  -1.3491
Si 2.601 3.853 0.035  0.6670
C 1.237 4.984 0.554  -0.8724
C 3.461 3.346 1.614  -1.2459
Sb 1.608 1.891 -1.204  -0.2452
Si 3.656 0.885 -2.285  0.3021
C 4.853 0.245 -1.041  -1.0397
C 3.098 -0.571 -3.236  -1.0642
C 4.358 2.221 -3.357  -0.8279
Si 0.613 3.024 -3.336  0.5028
C 1.445 4.586 -3.981  -1.0215
C 0.230 1.685 -4.586  -1.1531
C -1.153 3.525 -2.840  -1.1017
H 4.111 5.755 -0.333  0.4018
H 3.709 5.238 -1.897  0.3618
H 4.892 4.295 -1.085  0.3783
H 1.624 5.805 1.086  0.4837
H 0.510 4.457 1.156  0.0836
H 0.796 5.326 -0.369  0.2379
H 3.547 4.346 2.142  0.2730
H 4.421 2.880 1.511  0.3823
H 2.961 2.619 2.192  0.4129
H 4.468 -0.566 -0.391  0.3187
H 5.019 1.061 -0.342  0.1851
H 5.731 -0.075 -1.576  0.3776
H 3.813 -0.961 -3.879  0.6366
H 2.234 -0.431 -3.935  0.2214
H 2.988 -1.380 -2.508  0.1819
H 4.565 3.075 -2.665  0.0715
H 3.721 2.484 -4.192  0.1871
H 5.285 1.870 -3.790  0.4654
H 2.439 4.415 -4.433  0.2916
H 1.655 5.263 -3.178  0.2532
H 0.698 4.963 -4.666  0.3785
H 1.107 1.293 -5.208  0.2302
H -0.487 2.045 -5.244  0.5139
H -0.114 0.837 -3.999  0.2583
H -1.212 4.048 -1.919  0.2940
H -1.668 2.636 -2.546  0.2351
H -1.670 4.057 -3.642  0.4156

Values from the calculation:
⟨S²⟩   6.01
Total energy   -179834.9796 eV
Orbital gap (alpha / beta)   8.0896 / 5.4857 eV
HOMO energy (alpha / beta)   -7.58 / -7.58 eV
Largest force on an atom   3.403 eV/A
Multiplicity   5
Relative energy (zero: lowest compared OMol25 entry of this formula, charge and spin)   2.610 eV
E_LUMO (alpha / beta)   0.5 / -2.1 eV

***

2 unconnected molecules or ions with the total composition C29H52Cl2N2O4, computed with wB97M-V/def2-TZVPD.

Last column: Mulliken charge in e.
CARTESIAN COORDINATES (ANGSTROEM)
C 8.500 0.931 3.493  -0.4789
C 8.454 1.218 2.101  -0.4016
C 8.232 0.013 1.065  0.6621
O 8.634 -1.153 1.276  -0.4938
O 7.537 0.390 -0.142  -0.3090
C 6.598 -0.706 -0.396  -0.5417
C 5.559 -0.254 -1.516  -0.5325
C 4.541 0.915 -1.028  -0.7453
C 3.090 0.321 -0.600  0.0999
C 2.347 -0.354 -1.827  -0.7132
C 1.054 0.391 -2.417  -1.2681
C -0.292 0.252 -1.591  -0.7802
O -0.222 -1.036 -0.903  -0.4146
C -1.542 -1.556 -0.608  1.3237
C -2.099 -2.505 -1.784  -0.6711
C -1.610 -4.012 -1.440  -0.6697
C -2.483 -4.701 -0.279  -0.5012
C -1.572 -4.997 1.027  -0.1959
C -2.343 -5.822 2.170  -1.0719
C -2.537 -0.379 -0.178  -1.1954
N -1.874 0.907 0.231  -0.0819
C -1.443 0.642 1.618  0.1752
Cl 0.037 -0.320 2.140  -0.0673
C -2.221 1.088 2.729  0.2192
C -3.593 1.877 2.616  -0.7437
Cl -1.693 0.748 4.464  -0.1952
C -0.873 1.468 -0.747  0.9030
C -1.556 2.408 -1.894  -0.5286
C -2.987 1.988 -2.396  -0.4830
N -3.314 2.035 -3.681  -0.7213
C 0.126 2.458 0.003  -0.3845
C -0.637 3.638 0.853  -1.0915
C 1.148 3.306 -0.897  0.0571
C 1.909 4.398 0.056  -1.2720
H 7.674 0.306 3.955  0.2484
H 9.401 1.338 4.072  0.2329
H 8.527 2.263 1.640  0.3259
H 6.127 -1.142 0.543  0.3153
H 7.228 -1.555 -0.860  0.2811
H 4.954 -1.196 -1.803  0.3059
H 6.065 0.081 -2.489  0.3261
H 4.466 1.708 -1.842  0.2967
H 5.047 1.378 -0.101  0.3556
H 2.535 1.119 -0.021  -0.1969
H 3.338 -0.514 0.160  0.2748
H 2.177 -1.459 -1.584  0.2784
H 3.101 -0.370 -2.705  0.4692
H 1.275 1.442 -2.834  0.2993
H 0.887 -0.202 -3.402  0.4716
H -1.098 0.051 -2.405  0.4088
H -1.418 -2.245 0.309  -0.3791
H -3.237 -2.490 -1.777  0.3751
H -1.669 -2.210 -2.796  0.3606
H -0.517 -4.025 -1.071  0.3003
H -1.657 -4.700 -2.350  0.4092
H -3.356 -4.051 0.089  0.1770
H -2.919 -5.720 -0.577  0.3730
H -1.188 -4.033 1.515  0.0329
H -0.628 -5.604 0.768  0.3027
H -2.044 -6.933 2.142  0.2628
H -3.469 -5.662 2.197  0.3031
H -1.942 -5.438 3.181  0.3164
H -3.077 -0.750 0.770  0.1813
H -3.353 -0.272 -0.961  0.2722
H -2.646 1.614 0.244  1.1321
H -4.082 2.085 3.621  0.4020
H -3.547 2.857 2.041  0.2006
H -4.327 1.186 2.039  0.1339
H -1.574 3.512 -1.637  0.6417
H -0.845 2.319 -2.800  0.2638
H -3.814 1.670 -1.678  0.3643
H -4.312 1.739 -3.721  0.3246
H 0.793 1.965 0.806  0.6946
H -0.115 3.868 1.835  0.3450
H -0.814 4.572 0.201  0.3659
H -1.705 3.305 1.146  -0.0934
H 2.019 2.709 -1.331  -0.1678
H 0.679 3.929 -1.723  0.3657
H 2.115 3.984 1.103  0.2760
H 2.941 4.621 -0.401  0.3926
H 1.345 5.390 0.091  0.3380
C -7.517 -0.276 1.374  -1.2020
C -6.497 -0.739 0.314  -0.3894
O -5.469 0.124 0.327  -0.5943
H -7.903 0.726 1.157  0.2459
H -8.377 -0.960 1.393  0.4026
H -7.084 -0.269 2.380  0.2528
H -7.081 -0.839 -0.622  0.2611
H -6.290 -1.801 0.560  0.1761

Values from the calculation:
Total energy   -67118.5381 eV
Orbital gap   5.4560 eV
HOMO energy   -6.12 eV
Largest force on an atom   5.644 eV/A
Multiplicity   1
E_LUMO   -0.7 eV